DFT (wB97M-V/def2-TZVPD) results for a cluster of 2 separate species, C3H3Br2N3O in total at a distorted geometry.

Results
Charge   0
E_tot   -5503.5354 hartree
Strongest force on any atom   3.50 eV/Å
2S+1   1
Relative energy (zero: lowest compared OMol25 entry of this formula, charge and spin)   25.1 kcal per mole
Orbital gap   8.96 eV
HOMO energy   -8.9 eV
Structure (SMILES)   N=C=C(Br)Br.NN=C=O

The geometry in XYZ format:
```
12
C3H3Br2N3O (wB97M-V/def2-TZVPD)
N -1.6388 0.2423 -1.6001
N 0.7791 3.9635 1.9838
C -0.6079 0.2122 -0.9522
C -0.1689 3.3315 1.5658
C -1.2433 2.6249 1.4029
H -3.1210 -0.6797 -0.7646
H 1.6406 4.1283 1.4011
Br -2.8132 3.6318 0.7812
O 0.5099 0.1208 -0.6921
H -3.5644 0.1194 -2.1799
N -3.0115 0.1530 -1.3487
Br -1.3357 0.8707 2.1104
```

DFT (wB97M-V/def2-TZVPD) results for the molecule C3H3Br2NO at a distorted geometry.

Results
Charge   0
E_tot   -5394.0777 hartree
Strongest force on any atom   2.71 eV/Å
2S+1   1
Relative energy (zero: lowest compared OMol25 entry of this formula, charge and spin)   19.3 kcal per mole
Orbital gap   9.29 eV
HOMO energy   -10.0 eV
Structure (SMILES)   O=C1[C@@H](Br)CN1Br

The geometry in XYZ format:
```
10
C3H3Br2NO (wB97M-V/def2-TZVPD)
O 0.6916 -1.8421 -1.3037
H 0.0095 2.0371 0.2341
Br 2.8788 -0.0915 0.6002
Br -2.2932 -1.1421 0.6966
C 0.3666 -0.8621 -0.6699
C 0.0133 0.8827 0.4453
H -1.6380 0.3232 -1.0512
N 1.1287 0.1341 -0.1324
C -0.9845 -0.1321 -0.2932
H -0.1728 0.6927 1.4742
```

DFT (wB97M-V/def2-TZVPD) results for a structure of composition C3H3Br3 at a distorted geometry.

Results
Charge   0
E_tot   -7837.9168 hartree
Strongest force on any atom   9.94 eV/Å
⟨S²⟩   2.012
2S+1   3
Relative energy (zero: lowest compared OMol25 entry of this formula, charge and spin)   27.9 kcal per mole
Orbital gap (alpha / beta)   6.44 / 7.15 eV
HOMO energy (alpha / beta)   -6.1 / -9.7 eV

The geometry in XYZ format:
```
9
C3H3Br3 (wB97M-V/def2-TZVPD)
C -1.2084 -0.6702 -0.4114
Br 1.9880 -1.1110 -0.2654
C -0.4293 0.4226 -0.2539
H -0.5683 1.4958 -0.6220
Br 1.9992 2.0289 0.5899
C 1.2251 0.2883 0.7348
H -1.2072 -1.5920 0.1187
H 0.8715 -0.1768 1.6873
Br -2.6706 -0.6857 -1.5779
```